[1]
The following is a DFT calculation (ωB97M-V/def2-TZVPD) of a molecular structure, C24H25BeF3NO3 at a distorted geometry.

```
57
C24H25BeF3NO3 | OMol25 | ωB97M-V/def2-TZVPD
H 4.508 0.214 -3.872
C 2.265 -0.103 0.086
O -2.821 1.240 -0.194
H 0.599 -3.558 3.115
C 1.137 0.403 -3.497
H -0.489 3.129 -2.981
H -1.443 -2.040 4.155
N -1.481 1.417 -2.227
C -0.058 -2.737 1.169
C -1.111 1.100 3.414
F -1.066 3.476 3.889
H 2.138 3.367 -2.121
H -3.310 -1.446 -1.801
H 4.379 2.438 -2.698
C 2.065 -0.101 2.404
C -0.254 2.269 -2.323
H 2.065 -0.376 3.468
C -1.256 -2.086 0.809
C 1.983 1.227 0.516
Be -2.406 0.289 1.167
H -3.408 -2.748 -0.604
H 1.653 2.088 2.567
H -3.740 -1.031 -0.098
H 0.646 -3.215 0.492
C 1.891 1.232 1.938
H -3.189 -2.085 2.106
C -1.564 -1.524 -0.509
C 2.386 -0.119 -3.879
C -1.217 -2.211 3.083
F -0.981 2.219 5.651
C 2.238 2.386 -2.607
C -0.094 -2.908 2.576
H -1.099 -3.325 -1.607
O -1.880 1.104 2.355
H -0.440 0.162 0.611
H -0.038 -0.084 -0.981
H 1.849 2.092 -0.137
H -1.192 -1.881 -2.621
C -0.827 -2.259 -1.649
H -0.072 2.618 -1.292
H -2.157 1.614 -2.980
C 2.359 -0.927 1.267
H 2.397 -0.434 -0.958
C -3.105 -1.681 -0.745
C 1.062 1.644 -2.843
C 3.543 0.609 -3.581
C 3.483 1.857 -2.944
F -2.882 2.400 4.570
C -2.126 -1.865 1.992
H 0.268 -2.146 -1.522
H 0.205 -0.134 -3.727
C -1.522 2.292 4.405
C -1.826 0.967 -0.976
O -0.214 0.332 3.708
H 2.653 -1.996 1.276
C -0.927 -0.093 -0.391
H 2.424 -1.070 -4.426
```

The value obtained for the molar mass is 441.47 g mol⁻¹. Its net charge is -1. The value obtained for the LUMO energy is 2.1 eV. As for the electronic energy: -1524.3174 hartree.

Results of the Löwdin charge analysis, in e, for atoms 1 through 4: 0.093, -0.213, 0.056, 0.088



[2]
The following is a DFT calculation (ωB97M-V/def2-TZVPD) of 4 unconnected molecules or ions with the total composition C25H61BN3O2 at a distorted geometry.

```
92
C25H61BN3O2 | OMol25 | ωB97M-V/def2-TZVPD
H 4.597 2.867 2.382
H -0.842 -4.454 -4.490
C 0.048 1.375 3.628
H -1.338 -2.090 0.159
H -1.304 -0.539 -3.623
H -3.485 -1.419 -1.138
C -0.922 -2.966 -2.889
C -3.345 -2.555 2.994
H -1.789 1.008 5.791
H -2.156 -4.677 -3.338
H -3.575 -3.652 -0.905
O -0.886 0.331 3.779
H 1.687 0.177 4.117
C 3.743 1.621 -0.407
H 5.143 2.359 -3.109
C -1.582 -3.928 -3.886
H 1.816 1.813 4.826
H -1.688 -0.757 1.269
H -3.178 2.537 1.098
C 6.073 1.886 -1.181
H -4.721 -1.137 2.130
H -0.447 -3.559 -2.101
H -2.710 -3.942 0.598
H 4.492 4.614 2.106
H -1.254 -0.970 5.603
B -0.960 0.192 5.301
N 5.080 2.144 -0.161
H -3.752 1.653 3.704
C 5.123 3.490 0.382
C -3.696 -3.669 0.185
C -4.693 -4.753 0.564
H 6.897 2.520 -3.079
C 1.274 -2.672 -3.896
H -4.391 -5.708 0.130
C -0.417 -0.906 -4.145
C -1.376 3.361 1.904
H 2.593 -1.145 -3.134
H 6.041 0.816 -1.404
O 0.442 0.567 5.741
C -0.745 -1.132 -5.628
H 1.804 2.041 -1.232
H 1.114 -3.198 -4.854
H 3.344 -2.244 -4.304
H 7.052 2.078 -0.728
C -1.872 -1.144 0.265
H 0.395 0.582 1.725
H 2.255 -0.980 -4.862
H -2.270 -3.417 -4.560
H 1.582 1.779 2.214
H -2.933 -3.547 2.784
H 3.102 2.332 -2.389
N 0.077 -2.037 -3.381
C -4.433 -2.183 1.990
H -4.459 3.096 2.982
C 5.987 2.675 -2.496
H -1.696 -2.377 -2.388
C 4.313 3.634 1.662
H -3.019 3.210 3.995
H -5.688 -4.499 0.195
H 3.860 0.603 -0.787
H -1.419 -0.440 -0.442
H 3.240 3.549 1.485
H 4.789 4.259 -0.336
H 6.176 3.706 0.589
H 2.804 3.478 -1.076
H -1.142 3.797 2.884
C 1.120 0.991 4.611
H 0.073 -1.639 -6.145
C -3.512 2.605 3.227
C -0.168 2.642 1.312
H 3.243 1.518 0.557
H -1.648 -1.724 -5.771
H 1.550 -3.442 -3.170
C 0.503 1.569 2.190
H -0.493 2.176 0.372
H 0.586 3.386 1.026
H 0.321 -0.103 -4.077
C -3.367 -1.280 -0.055
H -3.767 -2.584 3.998
N -4.135 -2.345 0.571
H -4.753 -4.887 1.644
H -0.897 -0.170 -6.120
H 5.890 3.746 -2.313
H -0.435 2.299 4.014
H -5.331 -2.772 2.205
H -3.864 -0.336 0.185
H -2.207 1.397 2.029
H -1.604 4.207 1.244
C 2.431 -1.699 -4.060
C -2.593 2.417 2.017
H -2.525 -1.845 3.032
C 2.822 2.419 -1.339
```

The value obtained for the molar mass is 446.59 g mol⁻¹. Its net charge is -1. The value obtained for the LUMO energy is 2.4 eV. As for the electronic energy: -1328.7627 hartree.

Results of the Löwdin charge analysis, in e, for atoms 1 through 4: 0.085, 0.065, -0.407, 0.063



What is the formula in the first record?
C24H25BeF3NO3



net charge of number 2 (C25H61BN3O2)?
-1



Which value of electronic energy does entry 2 give?
-1328.7627 hartree



Among the records above, which one has the lowest electronic energy?
C24H25BeF3NO3